{
  "formula": "C31H23BrClIrN5O",
  "method": "wB97M-V/def2-TZVPD",
  "symbols": ["Ir", "N", "C", "C", "C", "C", "C", "C", "C", "C", "N", "C", "H", "H", "H", "H", "H", "H", "H", "H", "Br", "C", "C", "C", "C", "C", "C", "N", "N", "C", "C", "C", "C", "O", "C", "N", "C", "C", "C", "C", "H", "H", "H", "H", "H", "H", "H", "H", "H", "Cl", "C", "C", "C", "C", "C", "C", "C", "H", "H", "H", "H", "H", "H"],
  "coordinates": [[0.07035, -0.15621, -0.33403], [-1.97148, 0.14801, 0.03246], [-2.41806, -0.69623, 1.13478], [-3.58732, -0.50286, 1.80992], [-3.97411, -1.41127, 2.81911], [-3.20003, -2.49717, 3.11484], [-1.97558, -2.70841, 2.43767], [-1.10923, -3.79755, 2.68887], [0.06568, -3.90815, 1.99722], [0.40849, -2.91615, 1.06692], [-0.37463, -1.88668, 0.81381], [-1.57756, -1.78007, 1.45980], [-2.47724, -0.11764, -0.81776], [-2.22562, 1.12280, 0.18460], [-4.23280, 0.33137, 1.56184], [-4.90509, -1.24804, 3.34342], [-3.51133, -3.20545, 3.87137], [-1.38700, -4.53797, 3.42845], [0.74302, -4.73301, 2.16253], [1.34074, -2.95535, 0.51717], [8.01104, 8.54424, 0.48876], [7.27595, 6.95614, 1.14097], [7.74079, 5.72996, 0.64921], [7.20042, 4.56001, 1.11106], [6.15233, 4.60264, 2.07128], [5.71863, 5.85220, 2.58769], [6.27562, 7.01174, 2.11964], [5.56132, 3.49523, 2.52126], [5.75810, 2.27691, 2.11045], [4.78868, 1.53480, 1.53802], [5.20400, 0.56071, 0.59646], [4.30644, -0.17718, -0.12282], [2.91296, 0.00901, 0.05196], [2.05186, -0.64030, -0.64043], [2.47321, 0.92944, 1.07268], [1.13559, 1.01209, 1.25701], [0.66243, 1.76379, 2.23597], [1.49712, 2.47271, 3.09997], [2.85905, 2.42121, 2.91154], [3.38506, 1.65676, 1.85701], [8.53207, 5.71407, -0.08707], [7.56142, 3.60168, 0.76491], [4.95938, 5.87216, 3.35711], [5.95644, 7.96928, 2.50566], [6.26727, 0.43563, 0.44492], [4.63473, -0.90558, -0.85214], [-0.41427, 1.79545, 2.35086], [1.06678, 3.04235, 3.91070], [3.52352, 2.94441, 3.58432], [-2.85405, 1.08358, -2.92155], [-1.86286, 2.31461, -2.19075], [-2.43754, 3.54259, -1.91833], [-1.66166, 4.55707, -1.37170], [-0.31496, 4.33906, -1.10646], [0.24916, 3.10854, -1.38141], [-0.50411, 2.05566, -1.93145], [0.13952, 0.76796, -2.20916], [-3.48106, 3.70742, -2.14923], [-2.10921, 5.52164, -1.17518], [0.29424, 5.13682, -0.70376], [1.30373, 2.93989, -1.19322], [1.19646, 0.86410, -2.45320], [-0.36269, 0.13734, -2.93974]],
  "de_lowest_kj_mol": 33.66,
  "multiplicity": 6,
  "charge": 2,
  "e_homo_ev": [-12.38, -13.76],
  "gap_ev": [6.40, 5.51],
  "mol_weight_g_mol": 789.133,
  "e_tot_ev": -127405.343,
  "s_squared": 8.834
}

{
  "formula": "C4H7CdO2",
  "method": "wB97M-V/def2-TZVPD",
  "symbols": ["O", "C", "C", "C", "C", "O", "Cd", "H", "H", "H", "H", "H", "H", "H"],
  "coordinates": [[0.59787, 3.30818, 0.51718], [0.87817, 2.57600, -0.60499], [-0.29003, 1.64014, -0.98494], [-0.67212, 0.74361, 0.19733], [-0.39333, -0.68204, -0.01016], [-0.62783, -1.56233, 0.81728], [0.05082, -3.62153, 0.86836], [-0.10381, 1.01520, 1.10774], [1.77969, 1.91865, -0.47743], [1.06814, 3.21105, -1.50768], [-0.04702, 1.07904, -1.90281], [-1.15683, 2.27069, -1.23976], [-1.69450, 1.06859, 0.59561], [0.21874, -0.93994, -0.90009]],
  "de_lowest_kj_mol": 0.00,
  "charge": -1,
  "e_homo_ev": -2.92,
  "gap_ev": 6.38,
  "mol_weight_g_mol": 199.510,
  "e_tot_ev": -12919.080
}

{
  "formula": "C7H11N2",
  "method": "wB97M-V/def2-TZVPD",
  "symbols": ["C", "C", "C", "C", "C", "C", "C", "N", "N", "H", "H", "H", "H", "H", "H", "H", "H", "H", "H", "H"],
  "coordinates": [[1.08660, 0.83737, -0.56321], [0.90454, -0.50669, -0.77057], [-0.27564, 1.15608, 0.00204], [2.45124, -0.25253, 1.02894], [2.50023, 0.61511, -0.20707], [-2.96817, -0.00322, 0.08654], [-1.82791, -0.75656, -0.45885], [-0.56102, -0.21088, 0.11052], [2.22331, -0.82026, -0.28033], [-0.14553, 1.70503, 0.90511], [-0.93776, 1.76847, -0.67950], [3.33383, -0.57889, 1.36668], [1.62214, -0.21283, 1.71088], [3.40443, 0.87319, -0.69906], [-2.73933, 0.47654, 0.98467], [-3.23361, 0.77375, -0.55033], [-3.76474, -0.74178, 0.26068], [-2.05320, -1.78885, -0.16230], [-1.81299, -0.70941, -1.50808], [2.79359, -1.62365, -0.57676]],
  "de_lowest_kj_mol": 797.71,
  "charge": 1,
  "e_homo_ev": [-13.50, -13.50],
  "gap_ev": [8.90, 8.90],
  "mol_weight_g_mol": 123.179,
  "e_tot_ev": -10403.451
}

{
  "formula": "C6H11N",
  "method": "wB97M-V/def2-TZVPD",
  "symbols": ["C", "N", "C", "C", "C", "C", "C", "H", "H", "H", "H", "H", "H", "H", "H", "H", "H", "H"],
  "coordinates": [[-1.06805, 0.43508, -1.87049], [2.05029, 0.07053, -1.87028], [1.25742, 0.15492, -0.68221], [-0.09137, 0.38300, -0.72346], [-0.77420, 0.24955, 0.60020], [-0.28557, -0.12482, 1.80421], [-1.05639, -0.90893, 2.80158], [-0.77411, -0.18098, -2.74949], [-2.06217, 0.20693, -1.50208], [-1.12516, 1.47498, -2.22300], [2.95908, 0.43390, -1.63708], [1.95179, -0.82712, -2.33127], [1.84645, 0.23860, 0.22148], [-1.82800, -0.06981, 0.51606], [0.75442, 0.10148, 2.10056], [-1.08631, -1.97032, 2.60100], [-0.78151, -0.63723, 3.81252], [-2.09115, -0.55406, 2.64669]],
  "de_lowest_kj_mol": 201.96,
  "charge": 0,
  "e_homo_ev": -7.48,
  "gap_ev": 8.48,
  "mol_weight_g_mol": 97.161,
  "e_tot_ev": -7888.438
}

{
  "formula": "C8H28NO8",
  "method": "wB97M-V/def2-TZVPD",
  "symbols": ["N", "H", "H", "H", "H", "C", "C", "O", "O", "H", "H", "H", "H", "H", "H", "C", "C", "O", "O", "H", "H", "H", "H", "H", "H", "C", "C", "O", "O", "H", "H", "H", "H", "H", "H", "C", "C", "O", "O", "H", "H", "H", "H", "H", "H"],
  "coordinates": [[11.44927, -6.37039, -28.63160], [11.96864, -6.66512, -29.44615], [12.02152, -5.97742, -27.89798], [10.92507, -7.19821, -28.38656], [10.82732, -5.59286, -28.80109], [12.43731, -5.18831, -25.34352], [11.31719, -6.15106, -24.95195], [10.20818, -6.02648, -25.91636], [13.04179, -5.51606, -26.52599], [13.17924, -5.26825, -24.54900], [12.07764, -4.16420, -25.24388], [11.03130, -5.88931, -23.93319], [11.57583, -7.20109, -24.81538], [9.47307, -6.59932, -25.68597], [13.75732, -6.11128, -26.29082], [13.51993, -8.07436, -31.01749], [14.50518, -7.82264, -29.86132], [13.95366, -8.03702, -28.60003], [12.52670, -7.08250, -31.00099], [12.97437, -9.00740, -30.87642], [13.97339, -8.16514, -32.00452], [14.91934, -6.81754, -29.94090], [15.32404, -8.53754, -29.94193], [14.59784, -7.76873, -27.94074], [12.02785, -7.06473, -31.82101], [9.65710, -3.21304, -31.29409], [10.78503, -3.70429, -30.30756], [10.25678, -4.06037, -29.10005], [9.27288, -1.87337, -30.97439], [8.73586, -3.79546, -31.28032], [9.96522, -3.28351, -32.33725], [11.54170, -2.95717, -30.06804], [11.29577, -4.49618, -30.85543], [9.80621, -3.32343, -28.68112], [10.01003, -1.28208, -31.14344], [10.98229, -9.77475, -27.77438], [11.42741, -9.93047, -26.27487], [10.31320, -10.30455, -25.44839], [10.09059, -8.66705, -28.00497], [10.44190, -10.61346, -28.21329], [11.81663, -9.68133, -28.46954], [11.75949, -8.97057, -25.87939], [12.26239, -10.62093, -26.15585], [9.69193, -9.59100, -25.28565], [9.46798, -8.76092, -27.28029]],
  "de_lowest_kj_mol": 3.38,
  "charge": 1,
  "e_homo_ev": -12.83,
  "gap_ev": 10.32,
  "mol_weight_g_mol": 266.311,
  "e_tot_ev": -26612.124
}

{
  "formula": "C22H66F8N5O23S4Y",
  "method": "wB97M-V/def2-TZVPD",
  "symbols": ["Y", "C", "F", "F", "F", "S", "O", "O", "O", "C", "F", "F", "F", "S", "O", "O", "O", "N", "S", "O", "O", "F", "S", "O", "O", "F", "O", "H", "H", "O", "H", "H", "O", "H", "H", "O", "H", "H", "O", "H", "H", "C", "C", "O", "O", "H", "H", "H", "H", "H", "H", "C", "C", "O", "O", "H", "H", "H", "H", "H", "H", "C", "C", "C", "O", "C", "N", "H", "H", "H", "H", "H", "H", "H", "H", "H", "H", "H", "C", "C", "C", "O", "C", "N", "H", "H", "H", "H", "H", "H", "H", "H", "H", "H", "H", "C", "C", "C", "O", "C", "N", "H", "H", "H", "H", "H", "H", "H", "H", "H", "H", "H", "C", "C", "C", "O", "C", "N", "H", "H", "H", "H", "H", "H", "H", "H", "H", "H", "H"],
  "coordinates": [[0.06977, -1.67115, -4.28474], [-1.05113, -8.03950, -3.12556], [0.27963, -8.05138, -3.34337], [-1.70829, -8.20383, -4.27918], [-1.32649, -9.10272, -2.30232], [-1.65400, -6.37536, -2.26022], [-3.12237, -6.25734, -2.44177], [-1.45641, -6.59503, -0.82961], [-0.90921, -5.25085, -2.87797], [-6.10742, -0.20063, -5.28887], [-5.41500, 0.86985, -5.68044], [-7.33116, 0.19961, -4.95711], [-6.18239, -1.03436, -6.29505], [-5.26274, -1.18015, -3.75400], [-3.87222, -1.37244, -4.24965], [-5.26546, -0.21396, -2.63819], [-6.02940, -2.44667, -3.60083], [0.11044, -0.57975, -1.00702], [-0.52276, -0.76482, 0.38987], [-1.27097, 0.39484, 0.85911], [0.17509, -1.56276, 1.36299], [-1.64918, -1.79305, -0.16395], [1.28261, 0.50634, -0.34847], [2.45561, -0.07404, 0.33522], [0.90317, 1.87143, -0.01102], [1.97099, 0.71902, -1.78908], [-4.66066, -5.69337, 1.38547], [-3.76902, -5.86332, 1.08163], [-4.61139, -5.78446, 2.33705], [3.00686, -3.20732, -3.36886], [3.04355, -4.10082, -3.02747], [3.77410, -2.77528, -2.99346], [-7.08238, -2.76427, 0.75116], [-7.89988, -2.30124, 0.93428], [-6.43788, -2.34917, 1.32435], [5.96879, -0.18160, 3.45207], [5.34845, -0.33096, 2.73856], [6.51896, 0.53893, 3.14486], [2.27518, 0.09868, -6.22297], [2.74589, 0.90903, -6.02802], [2.51518, -0.10683, -7.12653], [-8.03914, 2.49385, 3.33158], [-6.85112, 2.53497, 2.32771], [-7.36380, 2.11632, 1.03893], [-8.37986, 1.18495, 3.80638], [-8.93282, 2.89639, 2.85473], [-7.79701, 3.19574, 4.12960], [-5.98453, 1.91836, 2.56633], [-6.48426, 3.55072, 2.18024], [-6.79909, 1.50834, 0.55617], [-8.54168, 0.72176, 2.98123], [2.54618, 4.81976, -5.53490], [2.19281, 5.61695, -6.83826], [3.24910, 6.31705, -7.39545], [3.50778, 3.86234, -5.91304], [1.66724, 4.33527, -5.10961], [2.99060, 5.43865, -4.75544], [1.32733, 6.19895, -6.52153], [1.78438, 4.91586, -7.56610], [3.52480, 6.91974, -6.70094], [4.35720, 4.20305, -6.20289], [-2.69696, 6.63095, -2.65668], [-3.58270, 5.67613, -1.87961], [-4.98692, 5.45508, -2.61749], [-5.84647, 6.54677, -2.42344], [-6.49309, 6.60315, -1.19538], [-2.90095, 4.38471, -1.88699], [-3.12166, 7.61977, -2.82982], [-2.41299, 6.14420, -3.58970], [-1.78304, 6.67293, -2.06415], [-3.74153, 5.97866, -0.84456], [-5.46883, 4.53425, -2.28898], [-4.84553, 5.37816, -3.69553], [-5.76345, 6.87274, -0.43181], [-7.03188, 5.68199, -0.97342], [-7.31053, 7.32420, -1.19876], [-3.41859, 3.62823, -1.46283], [-2.05630, 4.48859, -1.34304], [2.10811, 5.49041, 3.58219], [3.33593, 6.39745, 3.31224], [3.86341, 6.56868, 1.90564], [4.19123, 5.30700, 1.33774], [4.43480, 5.34711, -0.06863], [2.81546, 7.75607, 3.70354], [1.20136, 5.93330, 3.17015], [2.00823, 5.27126, 4.64525], [2.20937, 4.47196, 3.20719], [4.19411, 6.30500, 3.97788], [4.74257, 7.21037, 1.84711], [3.01976, 7.05848, 1.41938], [3.86941, 6.16254, -0.51975], [4.29683, 4.33451, -0.44771], [5.49543, 5.56195, -0.19899], [1.92362, 7.97086, 3.28098], [2.62172, 7.62332, 4.68585], [5.57664, -5.11820, 0.35633], [5.32261, -6.28365, -0.63921], [5.82374, -7.67075, -0.10059], [5.44765, -8.68802, -1.07489], [6.19788, -9.89062, -1.03215], [3.91398, -6.34395, -0.99247], [5.43706, -5.40748, 1.39793], [5.06976, -4.18885, 0.09659], [6.62299, -4.83574, 0.24035], [5.81907, -5.94063, -1.54694], [5.30751, -7.80270, 0.85030], [6.90791, -7.67503, 0.01190], [6.28290, -10.42301, -0.08481], [7.21342, -9.64933, -1.34609], [5.86723, -10.63899, -1.75236], [3.95785, -7.27120, -1.39042], [3.34678, -6.42369, -0.16059], [1.45870, -5.28765, 5.72529], [1.16177, -4.04966, 6.57252], [2.35681, -2.97209, 6.53634], [2.30948, -2.23631, 7.76865], [1.41165, -1.14317, 7.92565], [-0.03550, -3.48956, 5.99799], [0.67782, -6.03412, 5.87054], [2.31349, -5.76045, 6.20893], [1.66039, -5.14801, 4.66326], [1.00574, -4.53987, 7.53348], [2.29873, -2.32795, 5.65896], [3.30209, -3.50422, 6.42955], [0.42925, -1.46208, 7.57737], [1.60413, -0.23653, 7.35202], [1.36848, -0.83013, 8.96884], [0.18892, -2.92921, 5.18820], [-0.31741, -2.81629, 6.69608]],
  "charge": 0,
  "e_homo_ev": -8.44,
  "gap_ev": 1.76,
  "mol_weight_g_mol": 1137.940,
  "e_tot_ev": -144532.216
}

{
  "formula": "CH4N3O3",
  "method": "wB97M-V/def2-TZVPD",
  "symbols": ["C", "N", "N", "N", "O", "O", "O", "H", "H", "H", "H"],
  "coordinates": [[-0.17899, -0.29448, 0.14658], [-0.54714, -1.52443, 0.17168], [1.35653, -0.24786, -0.01571], [-0.88335, 0.95511, -0.04043], [1.81945, -1.33215, -0.10122], [1.81903, 0.80930, -0.13651], [-0.52231, 2.24470, 0.25229], [0.18997, -2.26034, 0.30542], [-1.39879, -1.89111, -0.20049], [-1.88619, 1.03301, -0.17578], [0.23178, 2.50824, -0.20583]],
  "de_lowest_kj_mol": 490.45,
  "charge": 1,
  "e_homo_ev": -15.73,
  "gap_ev": 9.41,
  "mol_weight_g_mol": 106.061,
  "e_tot_ev": -11701.220
}

{
  "formula": "C6H7InLiO6",
  "method": "wB97M-V/def2-TZVPD",
  "symbols": ["O", "C", "O", "O", "C", "C", "In", "H", "H", "Li", "C", "C", "O", "C", "O", "O", "H", "H", "H", "H", "H"],
  "coordinates": [[4.59558, -0.04538, -0.56294], [3.53568, 0.23483, -0.00051], [3.36068, 1.27354, 0.68450], [2.47238, -0.63020, -0.22333], [1.36188, -0.41143, 0.45606], [0.62158, -1.60067, 0.79366], [5.37146, 1.59047, 0.37752], [0.10845, -1.56814, 1.76285], [1.18060, -2.52573, 0.60558], [1.66495, 1.52901, 1.54452], [-0.53453, -1.17766, -0.33818], [-1.39286, 0.00920, 0.05465], [-2.57440, -0.01731, -0.74716], [-3.39659, 1.01182, -0.63922], [-3.29302, 1.92410, 0.14496], [-4.29977, 0.93011, -1.60777], [-1.16207, -2.07811, -0.37510], [-0.19179, -1.08875, -1.37849], [-0.88216, 0.96849, -0.10042], [-1.66344, -0.02680, 1.11894], [-4.88262, 1.69861, -1.57013]],
  "de_lowest_kj_mol": 92.28,
  "multiplicity": 2,
  "charge": 2,
  "e_homo_ev": [-15.63, -15.63],
  "gap_ev": [6.49, 3.01],
  "mol_weight_g_mol": 296.875,
  "e_tot_ev": -23979.424,
  "s_squared": 0.752
}

Question: Among the records above, which one has the lowest charge?
Answer: C4H7CdO2